(1)
Density functional theory data (wB97M-V/def2-TZVPD) for C48H33F3N3O6SSb2Se4Y as an isolated structure.

**HOMO**: -2.63 eV
**LUMO**: 3.7 eV
**Energy**: -13287.3768 Eh
**Charge**: -2
**Energy above the lowest of the compared OMol25 structures with the same formula, charge and spin**: 0.503 eV
**HOMO-LUMO gap**: 6.3 eV

```
101
C48H33F3N3O6SSb2Se4Y wB97M-V/def2-TZVPD
Y -0.965 -0.638 -0.307
O -4.808 -3.124 -0.761
C -3.996 -4.188 -0.616
C -4.541 -5.348 -0.062
C -3.764 -6.474 0.094
C -2.428 -6.481 -0.305
C -1.880 -5.334 -0.837
C -2.645 -4.175 -1.000
C -2.020 -2.940 -1.525
O -2.714 -1.845 -1.579
N -0.738 -2.964 -1.837
N -0.334 -1.685 -2.285
C -0.560 -1.390 -3.499
C -0.460 -0.034 -4.036
C -0.148 0.140 -5.386
C -0.173 1.380 -5.992
C -0.575 2.482 -5.230
C -0.918 2.340 -3.905
C -0.863 1.083 -3.241
O -1.186 1.007 -1.996
H -4.222 -2.375 -1.022
H -5.563 -5.311 0.290
H -4.190 -7.348 0.572
H -1.813 -7.357 -0.147
H -0.836 -5.291 -1.115
H -0.930 -2.172 -4.168
H 0.128 -0.737 -5.963
H 0.094 1.492 -7.035
H -0.625 3.465 -5.688
H -1.235 3.189 -3.311
S -2.408 2.559 3.131
C -1.683 1.539 4.300
C -1.721 0.238 3.935
C -2.353 0.023 2.668
C -2.785 1.205 2.116
C -3.536 1.409 0.879
C -4.584 2.335 0.830
C -5.309 2.471 -0.333
C -4.983 1.671 -1.419
C -3.926 0.793 -1.298
N -3.198 0.666 -0.183
H -1.249 1.963 5.192
H -1.331 -0.573 4.534
H -4.824 2.900 1.721
H -6.131 3.175 -0.388
H -5.527 1.722 -2.352
H -3.627 0.164 -2.124
O 0.622 -3.433 2.701
C 0.976 -2.441 3.529
C 1.089 -2.648 4.908
C 1.478 -1.618 5.740
C 1.751 -0.350 5.229
C 1.575 -0.122 3.879
C 1.196 -1.152 3.019
C 0.836 -0.821 1.624
O 0.903 -1.655 0.686
O 0.349 0.348 1.384
H 0.004 -4.062 3.137
H 0.831 -3.621 5.307
H 1.547 -1.798 6.806
H 2.048 0.456 5.889
H 1.690 0.869 3.459
Se -2.806 -2.418 6.134
Sb -3.134 -3.754 4.182
Se -1.453 -5.374 3.662
Se -5.350 -4.238 3.442
Se -2.495 -1.705 1.902
F 5.751 2.643 -5.788
C 4.945 2.300 -4.750
C 5.521 2.005 -3.532
C 4.688 1.654 -2.476
C 3.304 1.597 -2.632
C 2.769 1.890 -3.886
C 3.582 2.250 -4.954
Sb 1.960 1.026 -1.045
C 1.567 3.048 -0.450
C 2.403 4.100 -0.816
C 2.131 5.405 -0.426
C 1.005 5.636 0.337
F 0.733 6.910 0.721
C 0.151 4.626 0.725
C 0.440 3.328 0.323
C 3.469 0.616 0.412
C 3.830 1.539 1.390
C 4.730 1.205 2.395
C 5.253 -0.070 2.407
F 6.132 -0.405 3.382
C 4.910 -1.021 1.468
C 4.008 -0.668 0.474
H 6.597 2.051 -3.420
H 5.131 1.423 -1.514
H 1.699 1.836 -4.051
H 3.166 2.474 -5.927
H 3.281 3.908 -1.422
H 2.771 6.232 -0.704
H -0.716 4.845 1.335
H -0.214 2.530 0.647
H 3.400 2.533 1.380
H 5.008 1.907 3.169
H 5.320 -2.020 1.537
H 3.700 -1.422 -0.242
```

=====

(2)
Density functional theory data (wB97M-V/def2-TZVPD) for C48H35IIrN5O4P2Se2 as an isolated structure.

**HOMO**: -7.04 eV
**LUMO**: -0.2 eV
**Energy**: -8312.5603 Eh
**Charge**: 0
**Energy above the lowest of the compared OMol25 structures with the same formula, charge and spin**: 3.096 eV
**HOMO-LUMO gap**: 6.9 eV

```
98
C48H35IIrN5O4P2Se2 wB97M-V/def2-TZVPD
Ir 1.309 -1.553 0.395
O 0.231 2.110 1.765
C 0.721 1.003 1.658
O 1.298 0.535 0.590
C 0.764 0.044 2.803
C 0.886 0.452 4.116
C 1.259 -0.497 5.057
C 1.468 -1.813 4.684
C 1.984 -2.831 5.547
C 2.450 -3.979 5.018
C 2.474 -4.160 3.550
C 1.388 -3.500 2.912
C 1.179 -2.203 3.333
N 0.848 -1.224 2.428
H 0.748 1.495 4.358
H 1.447 -0.197 6.082
H 2.016 -2.650 6.616
H 2.885 -4.752 5.639
H 2.615 -5.189 3.242
H 1.011 -3.846 1.971
Se -4.378 1.192 -2.536
P -3.085 1.914 -1.024
C -3.934 2.584 0.426
C -3.185 2.945 1.547
C -3.799 3.634 2.578
C -5.142 3.980 2.487
C -5.884 3.612 1.374
C -5.279 2.908 0.340
C -2.045 3.308 -1.534
C -0.712 3.421 -1.154
C -0.004 4.567 -1.496
C -0.625 5.591 -2.194
C -1.963 5.481 -2.558
C -2.673 4.338 -2.232
C -2.002 0.618 -0.411
C -0.952 -0.093 -0.944
N -0.655 -1.063 -0.036
N -1.488 -0.937 1.004
N -2.304 0.045 0.787
P -0.129 -0.279 -2.500
Se 1.802 -1.169 -2.170
C 0.001 1.227 -3.475
C 1.226 1.886 -3.555
C 1.350 3.008 -4.357
C 0.257 3.471 -5.076
C -0.963 2.812 -4.996
C -1.095 1.683 -4.205
C -1.227 -1.358 -3.455
C -2.285 -2.022 -2.842
C -3.134 -2.816 -3.600
C -2.931 -2.945 -4.965
C -1.865 -2.295 -5.575
C -1.010 -1.508 -4.823
H -2.133 2.685 1.615
H -3.223 3.919 3.450
H -5.612 4.539 3.286
H -6.929 3.884 1.302
H -5.850 2.602 -0.528
H -0.229 2.645 -0.571
H 1.034 4.657 -1.204
H -0.073 6.488 -2.446
H -2.451 6.287 -3.090
H -3.714 4.229 -2.515
H 2.074 1.511 -2.997
H 2.303 3.515 -4.428
H 0.358 4.341 -5.712
H -1.816 3.167 -5.560
H -2.046 1.166 -4.157
H -2.474 -1.900 -1.784
H -3.970 -3.310 -3.121
H -3.606 -3.550 -5.556
H -1.710 -2.391 -6.642
H -0.187 -0.991 -5.303
I 5.482 3.227 4.718
C 5.040 1.368 3.870
C 5.268 0.213 4.606
C 4.928 -1.015 4.065
C 4.371 -1.090 2.792
C 4.178 0.077 2.055
C 4.502 1.312 2.594
C 3.804 -2.367 2.282
O 3.898 -3.375 3.078
O 3.220 -2.425 1.172
H 5.687 0.272 5.601
H 5.064 -1.920 4.642
H 3.725 0.020 1.075
H 4.314 2.215 2.029
C 0.536 -6.072 -1.298
C -0.526 -5.211 -1.078
C -0.277 -3.970 -0.525
N 0.964 -3.562 -0.237
C 1.994 -4.386 -0.455
C 1.815 -5.657 -0.966
H 0.368 -7.056 -1.716
H -1.539 -5.490 -1.332
H -1.072 -3.278 -0.298
H 2.972 -4.002 -0.208
H 2.669 -6.306 -1.100
```

=====

(3)
Density functional theory data (wB97M-V/def2-TZVPD) for C48H37Br4O4RuS2Si as an isolated structure.

**2S+1**: 6
**HOMO (alpha / beta)**: -5.95 / -7.98 eV
**LUMO (alpha / beta)**: -0.2 / -1.4 eV
**Energy**: -13628.9841 Eh
**Charge**: 0
**Energy above the lowest of the compared OMol25 structures with the same formula, charge and spin**: 0.000 eV
**HOMO-LUMO gap (alpha / beta)**: 5.7 / 6.6 eV

```
97
C48H37Br4O4RuS2Si wB97M-V/def2-TZVPD
Ru 0.812 0.465 -1.000
C -6.798 2.850 2.043
C -5.473 2.284 1.598
C -4.623 3.051 0.799
C -3.370 2.590 0.447
C -2.980 1.350 0.878
C -3.777 0.562 1.669
C -5.034 1.027 2.003
S -1.310 0.812 0.614
O -0.998 -0.137 1.682
C -1.667 -0.019 -0.989
C -1.784 0.827 -2.148
C -2.150 0.287 -3.341
C -2.379 -1.109 -3.459
C -2.868 -1.650 -4.666
C -3.110 -2.985 -4.768
C -2.858 -3.840 -3.677
C -2.349 -3.341 -2.511
C -2.121 -1.957 -2.351
C -1.754 -1.380 -1.091
C -1.606 -2.340 0.071
C -2.774 -3.005 0.561
C -4.090 -2.638 0.176
C -5.178 -3.274 0.699
C -5.012 -4.341 1.610
C -3.764 -4.727 1.989
C -2.612 -4.069 1.488
C -1.314 -4.445 1.920
C -0.220 -3.756 1.504
C -0.390 -2.701 0.593
S 1.059 -1.813 0.053
O 1.702 -2.503 -1.086
C 2.072 -1.830 1.506
C 3.403 -2.150 1.341
C 4.256 -2.066 2.437
C 3.774 -1.708 3.692
C 4.703 -1.560 4.882
C 2.435 -1.377 3.821
C 1.584 -1.412 2.735
H -6.791 3.942 1.999
H -7.059 2.545 3.055
H -7.617 2.486 1.420
H -4.918 4.042 0.487
H -2.675 3.213 -0.109
H -3.411 -0.389 2.025
H -5.671 0.406 2.614
H -1.688 1.901 -2.009
H -2.262 0.919 -4.211
H -3.059 -0.982 -5.496
H -3.497 -3.408 -5.685
H -3.064 -4.897 -3.782
H -2.163 -4.022 -1.697
H -4.217 -1.819 -0.501
H -6.176 -2.971 0.424
H -5.872 -4.862 1.987
H -3.610 -5.551 2.679
H -1.172 -5.282 2.597
H 0.766 -4.019 1.836
H 3.775 -2.453 0.369
H 5.304 -2.282 2.298
H 5.683 -1.209 4.558
H 4.838 -2.511 5.379
H 4.296 -0.867 5.621
H 2.045 -1.065 4.776
H 0.567 -1.089 2.815
Br 6.700 1.445 3.030
C 5.499 1.101 1.610
C 6.009 0.682 0.347
Br 7.866 0.574 0.089
C 5.159 0.375 -0.678
Br 5.746 -0.206 -2.359
C 3.760 0.485 -0.519
O 2.937 0.171 -1.405
C 3.232 0.972 0.768
O 1.989 1.070 0.891
C 4.163 1.263 1.799
Br 3.401 1.900 3.410
C 1.227 3.839 0.402
Si 1.113 3.011 -1.235
C -0.097 3.985 -2.261
C 2.732 3.151 -2.179
C 2.924 2.434 -3.362
C 4.056 2.621 -4.132
C 5.034 3.520 -3.726
C 4.861 4.218 -2.548
C 3.726 4.026 -1.783
H 1.169 4.925 0.311
H 2.125 3.577 0.948
H 0.390 3.514 1.024
H 0.320 4.965 -2.460
H -1.060 4.149 -1.776
H -0.266 3.517 -3.226
H 2.175 1.716 -3.677
H 4.182 2.050 -5.051
H 5.905 3.695 -4.350
H 5.610 4.921 -2.202
H 3.623 4.589 -0.872
```

=====

- Which formula does entry 3 have?
  C48H37Br4O4RuS2Si